(1)
Below is a cluster of 2 separate species, H3O3PS in total in a non-equilibrium geometry, with properties calculated with ωB97M-V/def2-TZVPD.

```
8
Properties=species:S:1:pos:R:3:forces:R:3:lowdin_charge:R:1
O 1.2763 -1.3613 -0.3542 0.1 -1.0 0.3 -0.337
P 1.7952 -0.0836 0.0853 -0.5 3.1 -0.6 0.188
O 0.6216 1.0442 0.1735 1.7 -0.7 0.5 -0.239
S 3.4944 0.7997 0.2140 -0.8 -1.0 0.1 0.306
H -0.2469 0.7563 0.4685 -0.5 -0.4 -0.4 0.030
O -2.1916 0.0359 -0.1620 -0.2 -0.8 0.2 -0.044
H -2.1248 -0.7202 0.4291 0.3 0.2 0.9 0.046
H -2.6242 -0.4711 -0.8543 -0.1 0.6 -0.9 0.051
```
Forces are in eV/Å.

- Total energy: -967.10979 Eh
- M: 114.06 g/mol
- SMILES: O=P(O)=S.O
- LUMO level: -0.53 eV

---

(2)
Below is the molecule C2H2N2O2S2 in a non-equilibrium geometry, with properties calculated with ωB97M-V/def2-TZVPD.

```
10
Properties=species:S:1:pos:R:3:forces:R:3:lowdin_charge:R:1
C 0.1459 0.0771 -0.7380 -1.8 -3.2 1.4 -0.680
C -0.8678 0.8487 -0.9914 -1.1 0.6 -1.6 -0.249
N 1.4183 0.4175 -0.5924 3.8 -1.2 0.6 -0.568
N -0.8472 -1.0472 1.5373 0.4 0.2 -0.2 -0.448
O -0.0024 -0.2187 2.0120 -1.2 -0.7 0.7 -0.129
O -1.7887 1.3282 -1.4852 -0.7 0.7 0.3 0.209
S -0.5122 -1.4998 -0.1250 0.1 0.9 -0.2 1.001
S 2.1522 1.6718 -1.2816 0.3 1.5 -0.6 0.632
H 2.0933 -0.3122 -0.3026 -1.2 0.4 0.2 0.096
H -1.7913 -1.2653 1.9668 1.4 0.6 -0.5 0.137
```
Forces are in eV/Å.

- Total energy: -1133.59105 Eh
- M: 150.18 g/mol
- LUMO level (alpha / beta): -0.70 / -1.06 eV

---

(3)
Below is the ion C6H10N with charge +1 in a non-equilibrium geometry, with properties calculated with ωB97M-V/def2-TZVPD.

```
17
Properties=species:S:1:pos:R:3:forces:R:3:lowdin_charge:R:1
C 1.7523 0.9034 -0.4218 -1.1 0.3 -0.1 -0.052
C 1.4693 1.1311 0.8428 -4.6 -2.3 -4.9 0.262
C 0.4231 0.4743 -1.0891 1.1 0.0 1.1 -0.092
C -0.5514 0.4686 0.1030 4.2 2.5 -0.4 -0.203
C -1.9028 1.0249 0.2446 -1.4 -2.2 2.1 -0.025
C 0.4245 -1.8695 0.2949 1.9 -0.4 3.3 -0.025
N -0.1215 -0.7788 -0.4580 -3.0 -1.6 -3.3 -0.144
H 2.7508 1.0691 -0.7935 0.1 -0.2 -0.7 0.112
H 1.6255 1.2337 1.8164 1.1 0.7 3.8 0.039
H 0.0989 0.4651 -2.1289 0.5 0.6 0.0 0.150
H -1.9721 1.4525 1.2588 -0.1 -0.3 -0.2 0.095
H -2.5957 0.0994 0.2621 0.5 1.7 -0.2 0.125
H -2.2498 1.8343 -0.3664 0.2 0.0 -1.0 0.086
H 0.5762 -2.7969 -0.3336 -0.6 1.1 0.9 0.121
H 1.4816 -1.6018 0.7860 -2.4 -0.4 -1.2 0.141
H -0.3401 -1.8507 1.1724 1.6 -1.3 -1.3 0.143
H -0.8688 -1.2589 -1.1897 2.0 1.8 2.1 0.267
```
Forces are in eV/Å.

- Total energy: -288.88132 Eh
- M: 96.15 g/mol
- Total charge: +1
- LUMO level (alpha / beta): -4.42 / -4.42 eV

---

(4)
Below is a structure of composition C2H3ClO2S in a non-equilibrium geometry, with properties calculated with ωB97M-V/def2-TZVPD.

```
9
Properties=species:S:1:pos:R:3:forces:R:3:lowdin_charge:R:1
C 0.5466 -0.7496 0.1131 -1.0 -1.5 0.6 -0.508
C -0.2481 0.4567 0.5567 0.1 0.3 0.0 -0.835
O 1.5369 -0.2656 -0.7045 -1.2 3.1 -0.9 -0.245
O -1.0201 0.8484 -1.9463 -0.7 -0.3 -1.0 -0.454
S 0.0450 1.3267 -1.1222 2.1 -1.8 1.8 1.086
Cl -1.8659 0.0298 1.1003 -0.2 0.4 -0.5 0.623
H 0.8410 -1.1592 1.0811 0.8 -0.8 -0.2 0.110
H -0.0291 -1.5472 -0.4667 0.0 1.1 1.1 0.133
H 0.1937 1.0599 1.3884 0.1 -0.5 -1.0 0.091
```
Forces are in eV/Å.

- Total energy: -1086.74793 Eh
- M: 126.56 g/mol
- LUMO level (alpha / beta): -1.69 / -1.69 eV

---

(5)
Below is the molecule C6H12O in a non-equilibrium geometry, with properties calculated with ωB97M-V/def2-TZVPD.

```
19
Properties=species:S:1:pos:R:3:forces:R:3:lowdin_charge:R:1
C -2.6323 0.8224 0.6524 -0.5 0.2 0.2 -0.105
C -1.2191 0.5786 1.1222 1.2 0.2 0.7 -0.247
C -0.2239 0.2011 0.0043 -0.8 0.1 0.4 -0.395
C 0.0553 1.3741 -0.9390 -0.1 -0.5 0.4 -0.057
C 1.0719 -0.3727 0.5978 -0.2 -0.4 -1.2 -0.134
C 1.8859 -1.0117 -0.5095 0.1 0.4 0.2 -0.283
O 1.6300 -2.0837 -0.9823 -0.1 -0.2 -0.1 0.060
H -3.1578 1.5203 1.3059 0.0 -0.1 0.1 0.074
H -3.2117 -0.0942 0.6401 -0.1 -0.2 0.0 0.073
H -2.6957 1.2443 -0.3452 0.2 0.1 -0.2 0.061
H -1.1764 -0.1840 1.9142 -0.3 -0.2 -0.4 0.110
H -0.8168 1.4368 1.6778 -0.1 0.3 -0.3 0.113
H -0.7574 -0.5812 -0.5416 0.4 -0.2 -0.3 0.141
H 0.5771 1.0127 -1.8243 0.1 0.2 -0.1 0.080
H 0.6590 2.1114 -0.4125 0.1 0.2 -0.1 0.084
H -0.8773 1.8431 -1.2345 0.0 0.1 -0.2 0.065
H 0.8193 -1.2074 1.2468 0.1 0.3 0.6 0.122
H 1.6593 0.4370 1.0267 0.0 -0.1 0.5 0.118
H 2.7536 -0.4289 -0.8761 0.0 0.0 -0.1 0.121
```
Forces are in eV/Å.

- Total energy: -311.03624 Eh
- M: 100.16 g/mol
- SMILES: CC[C@@H](C)CC=O
- LUMO level: 1.02 eV

---

(6)
Below is a cluster of 2 separate species, C7H18ClFNPSi in total in a non-equilibrium geometry, with properties calculated with ωB97M-V/def2-TZVPD.

```
30
Properties=species:S:1:pos:R:3:forces:R:3:lowdin_charge:R:1
C -2.7972 0.2228 -1.0716 -3.1 0.6 0.8 -0.111
C -1.3123 -1.6497 -1.2157 0.9 -0.8 3.2 -0.080
C -3.1280 -1.3759 0.7888 -1.0 1.4 0.6 -0.143
C 3.2261 0.0099 -1.3264 -0.7 -2.9 -1.6 -0.218
C 3.0813 0.2243 1.8488 0.9 0.0 0.3 -0.208
C 2.0991 2.6901 -0.2585 1.6 -1.6 0.5 -0.174
C -2.1678 -0.7864 -0.1843 1.0 0.0 -1.0 -0.657
N 0.5671 0.1943 -0.1196 -1.2 0.5 2.3 -0.295
F -4.6095 1.0126 1.9879 0.8 -0.4 -0.3 -0.713
Si 2.2837 0.7217 0.1011 -0.7 1.6 0.6 0.476
P -0.6839 -0.0162 0.8095 1.6 -0.7 -2.8 0.669
Cl -0.4217 -1.1450 2.4067 0.2 0.1 0.8 0.425
H -2.1292 0.9283 -1.5535 0.0 -0.3 -0.5 0.085
H -3.4828 -0.4161 -1.7213 1.2 1.1 0.1 0.126
H -3.5560 0.7717 -0.4603 0.6 0.1 -0.3 0.094
H -0.7714 -2.4409 -0.5775 -0.8 0.7 -1.5 0.105
H -0.5689 -0.9755 -1.6332 -0.2 -0.3 -0.4 0.043
H -2.0228 -2.0098 -1.9353 -0.1 -0.6 -0.3 0.079
H -3.3685 -0.6393 1.6087 -0.6 0.2 -1.0 0.069
H -4.0743 -1.7458 0.3839 0.0 0.7 -0.5 0.115
H -2.8153 -2.1740 1.3470 1.6 -2.4 1.0 0.020
H 3.4180 -1.1100 -1.1273 0.2 1.6 0.0 0.055
H 2.5760 -0.1326 -2.2630 0.5 0.7 1.3 0.055
H 4.1427 0.4537 -1.7232 0.0 0.1 0.6 0.029
H 4.1697 0.4914 1.7169 -0.9 -0.1 0.1 0.028
H 2.8118 0.6596 2.8465 -0.3 0.5 -1.3 0.030
H 3.1245 -0.8364 2.2030 -0.3 0.4 -1.2 0.023
H 2.4053 2.8632 -1.3374 -0.6 -0.1 1.4 0.041
H 1.1306 3.1045 0.0233 0.1 -0.1 -0.3 0.009
H 2.8737 3.1053 0.4362 -0.5 0.1 -0.7 0.021
```
Forces are in eV/Å.

- Total energy: -1523.04089 Eh
- M: 229.74 g/mol
- LUMO level (alpha / beta): -3.48 / -3.48 eV